DFT (wB97M-V/def2-TZVPD) results for C5H8O in the gas phase.

Computed properties:
LUMO in eV: 0.9
ΔE to the lowest compared entry with this formula, charge and spin in eV: 3.798
Total charge: 0
E_HOMO in eV: -8.54

```
14
Properties=species:S:1:pos:R:3:forces:R:3:lowdin_charge:R:1
O -1.49965 1.92813 -0.58195 -0.25 -0.20 0.03 0.023
C -1.33471 1.00874 0.33060 -0.12 -0.06 -0.71 -0.089
C -1.11279 -0.36302 -0.29068 -0.09 -0.01 0.11 -0.197
C 0.27301 -0.90846 0.05494 -0.13 0.00 0.06 -0.301
C 1.44320 -0.00539 -0.21808 0.15 -0.03 -0.14 -0.121
C 0.94496 -0.19244 1.19230 0.35 -0.13 -0.05 -0.132
H -1.52214 1.56978 -1.50008 0.15 0.04 0.11 0.109
H 0.32064 0.58029 1.59405 0.16 0.28 0.36 0.056
H -1.28634 -0.38382 -1.39001 0.04 0.08 0.24 0.109
H -1.87558 -0.98857 0.19080 0.04 -0.06 -0.13 0.115
H 0.42554 -1.98238 -0.06727 -0.13 0.33 0.02 0.132
H 1.27158 0.92356 -0.76749 -0.01 -0.17 0.34 0.100
H 2.38673 -0.48155 -0.46561 -0.14 0.04 0.01 0.096
H 1.56554 -0.70488 1.91848 -0.02 -0.11 -0.24 0.102
```
Positions in Å, forces in eV/Å.



DFT (wB97M-V/def2-TZVPD) results for C5H8O in the gas phase.

Computed properties:
LUMO in eV: 1.1
ΔE to the lowest compared entry with this formula, charge and spin in eV: 2.178
SMILES: O[C@H]1C[C@H]2C[C@H]21
Total charge: 0
E_HOMO in eV: -9.78

```
14
Properties=species:S:1:pos:R:3:forces:R:3:lowdin_charge:R:1
O -0.85702 2.00861 0.04575 -0.09 -0.26 -0.56 -0.022
C -0.78808 0.66779 0.47804 -0.22 -0.57 0.07 -0.310
C -1.07203 -0.72099 -0.32763 -0.02 0.03 -0.10 -0.073
C 0.35213 -1.12139 0.00755 0.11 -0.26 -0.07 -0.239
C 1.25058 -0.10882 -0.61081 0.19 0.05 -0.12 -0.087
C 0.61830 0.17357 0.73497 -0.03 0.12 0.20 -0.185
H 0.02431 2.25876 -0.26956 -0.34 -0.14 -0.03 0.089
H -1.53052 0.57079 1.26107 0.40 0.31 0.68 0.133
H -1.34961 -0.76126 -1.38735 0.17 0.30 0.14 0.106
H -1.79806 -1.33678 0.22690 0.09 0.49 -0.12 0.105
H 0.70150 -2.08953 0.34506 -0.10 0.02 -0.24 0.132
H 0.88770 0.42401 -1.49082 0.14 -0.13 0.12 0.111
H 2.31248 -0.32238 -0.61442 -0.06 0.08 0.10 0.104
H 1.24833 0.35762 1.60124 -0.25 -0.04 -0.07 0.135
```
Positions in Å, forces in eV/Å.



DFT (wB97M-V/def2-TZVPD) results for 2 unconnected molecules or ions with the total composition C5H8O.

Computed properties:
LUMO in eV: 1.2
ΔE to the lowest compared entry with this formula, charge and spin in eV: 2.553
SMILES: C1=COC=CC1.[H][H]
Total charge: 0
E_HOMO in eV: -8.72

```
14
Properties=species:S:1:pos:R:3:forces:R:3:lowdin_charge:R:1
C -1.32949 -0.04991 -0.29488 0.04 -0.20 0.03 -0.080
C -0.77001 -1.13351 0.23449 -0.24 0.13 -0.04 -0.191
O 0.57156 -1.40149 0.06945 0.00 -0.01 -0.06 -0.073
C 1.35890 -0.27752 -0.05593 0.06 0.26 -0.07 -0.191
C 0.88678 0.84092 -0.59800 0.11 -0.17 0.03 -0.080
C -0.47371 0.75291 -1.24161 -0.03 0.08 -0.02 -0.183
H -2.33307 0.25873 -0.02693 0.02 -0.23 -0.16 0.104
H -1.25868 -1.87333 0.85935 0.07 0.14 -0.06 0.120
H 2.34547 -0.42211 0.37087 -0.16 0.05 -0.03 0.120
H 1.43422 1.77434 -0.54182 0.11 -0.20 -0.17 0.104
H -0.37965 0.19758 -2.18743 -0.06 0.18 0.08 0.120
H -0.89876 1.72762 -1.48696 0.05 -0.08 0.17 0.106
H 0.09121 -0.35852 2.48925 0.07 0.06 0.14 0.061
H 0.75524 -0.03572 2.41015 -0.06 -0.01 0.15 0.063
```
Positions in Å, forces in eV/Å.



DFT (wB97M-V/def2-TZVPD) results for C5H8O in the gas phase.

Computed properties:
LUMO in eV: 0.9
ΔE to the lowest compared entry with this formula, charge and spin in eV: 1.863
SMILES: CC#CCCO
Total charge: 0
E_HOMO in eV: -9.62

```
14
Properties=species:S:1:pos:R:3:forces:R:3:lowdin_charge:R:1
C 2.83607 0.21072 -0.09993 0.07 -0.02 -0.05 -0.109
C 1.40726 -0.06537 -0.24251 -0.51 -0.10 -0.03 -0.080
C 0.23556 -0.31033 -0.38758 0.45 0.08 0.03 -0.049
C -1.18546 -0.60147 -0.60890 0.01 -0.04 -0.14 -0.192
C -2.08630 -0.09666 0.51685 -0.10 -0.36 -0.03 -0.287
O -1.97910 1.29053 0.71351 -0.04 0.12 0.04 -0.058
H 3.04538 0.70800 0.84829 0.00 -0.03 -0.03 0.074
H 3.41675 -0.71652 -0.13552 -0.09 0.13 0.02 0.078
H 3.18546 0.86068 -0.90679 -0.04 -0.07 0.08 0.077
H -1.50215 -0.13001 -1.54520 0.04 -0.05 0.06 0.120
H -1.32215 -1.68346 -0.72305 0.00 0.12 0.01 0.118
H -3.12393 -0.28507 0.24309 -0.02 -0.03 0.03 0.116
H -1.87414 -0.65630 1.43770 0.02 0.09 -0.03 0.119
H -1.05323 1.47526 0.89003 0.21 0.16 0.03 0.075
```
Positions in Å, forces in eV/Å.



DFT (wB97M-V/def2-TZVPD) results for C5H8O in the gas phase.

Computed properties:
LUMO in eV: -0.2
ΔE to the lowest compared entry with this formula, charge and spin in eV: 4.968
Total charge: 0
E_HOMO in eV: -7.63

```
14
Properties=species:S:1:pos:R:3:forces:R:3:lowdin_charge:R:1
C 2.17582 0.59288 -0.15070 0.34 0.38 -0.05 -0.049
O 1.59728 -0.70170 -0.30338 -0.09 0.08 -0.52 -0.031
C 0.31416 -0.79898 -0.39491 0.42 -0.16 -0.17 -0.121
C -1.80089 -0.71837 0.48510 -0.67 0.10 -0.04 -0.091
C -0.71052 0.11867 -0.18986 -0.05 -0.18 0.53 -0.409
C -0.69644 1.49249 -0.45308 0.29 -0.42 0.32 0.072
H 1.90165 1.21025 -1.00088 0.12 0.06 0.04 0.082
H 3.23760 0.37653 -0.10354 0.09 0.29 0.06 0.093
H 1.80330 1.08076 0.75456 0.01 -0.14 -0.08 0.101
H 0.06539 -1.84933 -0.54840 -0.05 0.08 0.17 0.141
H -2.60159 -0.91921 -0.21593 -0.42 -0.09 -0.01 0.071
H -1.44605 -1.68370 0.88032 -0.15 0.38 -0.07 0.070
H -2.19073 -0.14869 1.32547 -0.13 0.00 0.04 0.077
H -1.64896 1.94839 -0.08476 0.27 -0.39 -0.23 -0.007
```
Positions in Å, forces in eV/Å.



DFT (wB97M-V/def2-TZVPD) results for 2 unconnected molecules or ions with the total composition C5H8O.

Computed properties:
LUMO in eV: 1.0
ΔE to the lowest compared entry with this formula, charge and spin in eV: 3.729
SMILES: CC=C=C=CO.[H][H]
Total charge: 0
E_HOMO in eV: -8.13

```
14
Properties=species:S:1:pos:R:3:forces:R:3:lowdin_charge:R:1
C 1.26061 -1.82265 0.90379 -0.01 0.03 0.11 -0.109
C 0.89597 -1.44709 -0.50631 -0.08 0.09 -0.07 -0.163
C 0.12110 -0.43727 -0.83767 -0.10 0.10 -0.07 -0.065
C -0.63276 0.53604 -1.16631 0.09 -0.12 0.04 -0.034
C -1.41417 1.52909 -1.54126 0.16 -0.22 -0.22 -0.202
O -2.03800 2.41470 -0.72327 0.05 -0.04 0.29 0.003
H 0.86223 -2.81200 1.15995 0.06 0.14 -0.05 0.073
H 2.34935 -1.87127 1.02332 -0.16 0.01 -0.02 0.072
H 0.86736 -1.09886 1.62303 0.05 -0.12 -0.12 0.058
H 1.30160 -2.06273 -1.30883 -0.07 0.10 0.08 0.103
H -1.63527 1.73390 -2.58485 0.06 -0.07 0.13 0.119
H -1.81320 2.19737 0.19282 -0.06 0.07 -0.11 0.077
H -0.09165 1.72992 2.21814 -0.02 0.00 -0.05 0.050
H -0.03318 1.41084 1.54743 0.02 0.02 0.07 0.017
```
Positions in Å, forces in eV/Å.



DFT (wB97M-V/def2-TZVPD) results for 2 unconnected molecules or ions with the total composition C5H8O.

Computed properties:
LUMO in eV: 1.2
ΔE to the lowest compared entry with this formula, charge and spin in eV: 1.222
Total charge: 0
E_HOMO in eV: -9.61

```
14
Properties=species:S:1:pos:R:3:forces:R:3:lowdin_charge:R:1
C 1.72086 -0.57057 0.04560 0.11 0.33 -0.02 -0.116
C 0.68952 0.18546 -0.82658 -0.11 0.15 0.19 -0.267
C -0.73242 -0.25981 -0.58367 -0.12 -0.02 -0.52 -0.237
C -1.80078 0.53468 -0.57037 0.21 -0.10 -0.01 -0.035
C -0.72684 0.69656 2.43561 -0.87 -0.95 0.61 0.010
O -1.44263 -0.08902 2.83966 0.90 0.98 -0.46 0.021
H 2.41016 0.16126 0.48794 -0.06 -0.37 -0.02 0.068
H 1.24983 -1.13445 0.86324 0.09 0.21 -0.22 0.060
H 2.30824 -1.27471 -0.55826 -0.15 0.14 0.22 0.067
H 0.73377 1.27151 -0.66305 0.08 -0.24 0.11 0.103
H 0.97108 0.05443 -1.87991 -0.28 -0.10 0.12 0.105
H -0.86933 -1.33514 -0.45900 -0.04 0.11 -0.02 0.103
H -1.70058 1.61360 -0.67685 0.00 -0.14 -0.03 0.062
H -2.81087 0.14619 -0.45435 0.24 0.03 0.06 0.057
```
Positions in Å, forces in eV/Å.



DFT (wB97M-V/def2-TZVPD) results for C5H8O in the gas phase.

Computed properties:
LUMO in eV: 0.7
ΔE to the lowest compared entry with this formula, charge and spin in eV: 4.837
Total charge: 0
E_HOMO in eV: -8.68

```
14
Properties=species:S:1:pos:R:3:forces:R:3:lowdin_charge:R:1
C -1.58133 -0.78379 0.02275 -1.51 0.95 2.26 -0.065
C -0.80096 0.18988 -0.65265 0.78 1.18 1.00 -0.104
O -0.32662 1.29902 0.87614 0.38 -0.49 -1.95 -0.194
C 0.95889 1.00462 0.36588 0.25 0.32 -0.03 -0.347
C 1.40841 -0.42631 0.42673 -0.08 -0.01 0.06 -0.059
C 0.67606 0.08486 -0.79659 0.60 0.39 -0.12 -0.206
H -1.44282 0.08552 0.94543 -0.80 -2.42 -1.13 0.190
H -1.15043 -1.70966 0.39726 0.22 0.18 -0.37 0.081
H -2.63854 -0.86578 -0.24608 0.32 0.03 -0.04 0.080
H -1.29932 0.94015 -1.26393 0.11 -0.16 0.12 0.146
H 1.67081 1.82979 0.33548 -0.02 -0.27 0.06 0.137
H 2.46960 -0.60905 0.26182 -0.25 0.08 0.02 0.105
H 0.93539 -1.12264 1.11783 0.03 0.20 -0.13 0.101
H 1.12088 0.08338 -1.79007 -0.04 0.00 0.24 0.135
```
Positions in Å, forces in eV/Å.



DFT (wB97M-V/def2-TZVPD) results for C5H8O in the gas phase.

Computed properties:
LUMO in eV: 1.0
ΔE to the lowest compared entry with this formula, charge and spin in eV: 1.211
SMILES: O[C@@H]1C=CCC1
Total charge: 0
E_HOMO in eV: -9.62

```
14
Properties=species:S:1:pos:R:3:forces:R:3:lowdin_charge:R:1
O 1.24432 -1.16556 1.11398 -0.28 -0.08 0.30 -0.027
C 0.84073 -0.74093 -0.18078 -0.11 -0.05 -0.34 -0.411
C 1.06393 0.75370 -0.29256 -0.19 -0.68 -0.16 -0.044
C -0.05031 1.44105 0.00726 0.32 -0.45 -0.14 -0.065
C -1.20446 0.45196 0.15008 -0.11 0.02 0.03 -0.190
C -0.63784 -0.82992 -0.47650 -0.25 -0.18 0.06 -0.155
H 0.78975 -0.58740 1.74047 0.17 -0.10 0.07 0.089
H 1.46164 -1.34826 -0.85383 -0.22 0.29 0.02 0.145
H 2.08341 0.84612 -0.60299 0.45 1.75 0.27 0.102
H -0.24883 2.51033 0.16633 0.55 -0.51 -0.30 0.104
H -2.10767 0.79478 -0.36247 0.07 0.04 0.11 0.106
H -1.46673 0.29786 1.20615 -0.06 0.08 -0.13 0.109
H -0.73251 -0.76910 -1.56803 -0.18 -0.08 0.19 0.123
H -1.08212 -1.75536 -0.11867 -0.14 -0.04 0.01 0.114
```
Positions in Å, forces in eV/Å.